# C41H63BrIN4O22P2

A molecular structure, C41H63BrIN4O22P2 in a non-equilibrium geometry (the ωB97M-V functional and the def2-TZVPD basis, the OMol25 dataset).

Last column: Löwdin charge in e.
Positions of all 134 atoms, in Å:
N  -5.39767  2.40535  4.45683  -0.36
P  -3.90091  2.30856  3.90107  0.76
C  -3.27531  4.01106  3.35810  -0.32
C  -1.91820  4.07941  2.85124  -0.19
P  -0.64333  2.76257  2.68386  0.55
O  -0.27994  2.33631  4.07669  -0.31
O  -1.20233  1.40856  1.92320  -0.15
O  0.75958  3.29427  1.96847  -0.14
N  -1.85607  5.47320  2.51785  -0.05
C  -0.71926  6.18679  1.90431  -0.09
C  -0.54550  5.58603  0.43572  -0.76
O  0.49548  5.60186  -0.12280  0.03
I  -2.20977  4.68394  -0.65627  0.87
C  -3.01193  6.12526  2.81887  -0.33
N  -3.39002  7.49111  2.66744  0.16
N  -3.93672  5.24344  3.34846  -0.37
Br  -5.69804  5.59735  3.88513  1.08
H  -5.94039  1.81271  3.81998  -0.04
H  -2.99738  1.74774  4.86647  0.03
H  -3.87218  1.49610  2.71754  0.03
H  -0.58700  0.69269  2.21763  0.09
H  1.31734  3.51913  2.74458  0.10
H  -0.94585  7.29065  1.73076  0.09
H  0.23004  6.09614  2.49327  0.15
H  -3.04054  7.86092  1.77237  0.11
H  -2.86146  8.01210  3.38359  0.11
O  -7.23817  7.43890  3.99182  -0.12
C  -7.90453  7.74649  4.95590  -0.48
O  -9.03414  8.47139  4.87513  0.06
C  -9.52223  8.75710  6.19821  -0.14
C  -8.91230  7.69124  7.08245  -0.15
C  -7.58375  7.42835  6.39695  -0.09
H  -9.20181  9.76380  6.47694  0.13
H  -10.61051  8.72062  6.20244  0.13
H  -8.81834  7.99712  8.12381  0.12
H  -9.52581  6.78742  7.05205  0.13
H  -6.80241  8.10732  6.74523  0.14
H  -7.26922  6.39183  6.50989  0.11
O  1.70390  -0.59852  0.63495  0.10
C  2.14631  -0.76111  1.73939  -0.49
O  1.38607  -1.07707  2.82525  0.01
C  2.21751  -1.08688  4.00259  -0.14
C  3.62714  -1.29634  3.49347  -0.14
C  3.59204  -0.60426  2.14282  -0.07
H  2.09925  -0.13038  4.51972  0.13
H  1.90168  -1.88882  4.66770  0.11
H  4.38948  -0.90674  4.16752  0.12
H  3.81572  -2.36370  3.35325  0.13
H  3.82408  0.45997  2.22432  0.13
H  4.25229  -1.08790  1.42508  0.13
O  3.00001  -6.55247  0.63176  0.10
C  2.70027  -5.53496  0.06942  -0.50
O  3.18767  -4.31258  0.40089  0.03
C  2.54124  -3.30526  -0.39703  -0.16
C  2.02566  -4.03523  -1.61735  -0.14
C  1.70738  -5.41187  -1.06285  -0.07
H  1.73756  -2.86045  0.18992  0.11
H  3.25912  -2.52824  -0.65806  0.13
H  1.17396  -3.54278  -2.08536  0.10
H  2.81994  -4.11539  -2.36362  0.11
H  0.69529  -5.46429  -0.65604  0.14
H  1.86271  -6.19092  -1.80616  0.12
O  -0.76538  -3.94082  -3.82847  0.10
C  -0.88384  -2.76871  -4.06061  -0.50
O  -0.11828  -2.09794  -4.95597  0.01
C  -0.44155  -0.69722  -4.91353  -0.16
C  -1.83439  -0.62922  -4.32796  -0.16
C  -1.84960  -1.82279  -3.38760  -0.07
H  0.29773  -0.18816  -4.28776  0.13
H  -0.40090  -0.28166  -5.91609  0.10
H  -2.04892  0.32056  -3.83752  0.12
H  -2.57500  -0.77454  -5.11764  0.11
H  -1.46541  -1.56775  -2.39723  0.13
H  -2.84130  -2.26515  -3.31193  0.13
O  -1.85017  -0.44141  -7.50406  0.10
C  -2.02351  -1.45626  -8.12632  -0.46
O  -2.71541  -1.51252  -9.29014  0.04
C  -2.83200  -2.87939  -9.71605  -0.16
C  -1.69771  -3.60829  -9.02699  -0.15
C  -1.56070  -2.83710  -7.72600  -0.08
H  -3.81301  -3.25543  -9.41380  0.13
H  -2.75403  -2.93182  -10.80142  0.13
H  -1.88985  -4.67220  -8.88996  0.12
H  -0.78065  -3.50510  -9.61253  0.12
H  -2.22536  -3.22402  -6.95009  0.14
H  -0.53189  -2.81842  -7.37397  0.12
O  5.27326  -4.85290  -2.92614  0.12
C  5.49379  -6.03236  -2.95357  -0.47
O  6.29176  -6.62756  -3.87868  0.01
C  6.25307  -8.05292  -3.69657  -0.16
C  5.81625  -8.25975  -2.26086  -0.15
C  4.90886  -7.06591  -2.02388  -0.08
H  5.54272  -8.47633  -4.41228  0.13
H  7.24024  -8.47253  -3.88917  0.13
H  5.33145  -9.22110  -2.09249  0.12
H  6.68244  -8.19952  -1.59707  0.12
H  3.87925  -7.27126  -2.32352  0.13
H  4.94767  -6.72905  -0.99062  0.12
O  -0.69555  9.11597  1.62702  0.09
C  -0.17315  9.32612  2.69605  -0.46
O  0.01216  8.37556  3.64646  -0.01
C  0.55867  8.98285  4.83400  -0.14
C  1.20512  10.26608  4.35941  -0.15
C  0.31948  10.66235  3.18966  -0.06
H  -0.25661  9.16304  5.53901  0.13
H  1.27782  8.30599  5.29332  0.13
H  1.27316  11.02574  5.13696  0.13
H  2.21654  10.06138  4.00001  0.13
H  -0.53658  11.26022  3.50994  0.14
H  0.88119  11.18126  2.41553  0.14
O  1.98955  -4.51066  6.41308  0.13
C  0.83559  -4.32333  6.15890  -0.48
O  0.33953  -3.12171  5.74897  -0.01
C  -1.08906  -3.20779  5.63661  -0.16
C  -1.38866  -4.68440  5.47288  -0.16
C  -0.27863  -5.33326  6.28162  -0.07
H  -1.53516  -2.79084  6.54365  0.13
H  -1.42383  -2.62502  4.77821  0.12
H  -2.39089  -4.95895  5.80182  0.12
H  -1.29003  -4.96812  4.42189  0.12
H  -0.54851  -5.43796  7.33431  0.14
H  0.01666  -6.29361  5.86428  0.13
O  4.48616  -6.44744  -10.29827  0.12
C  5.02604  -6.25763  -9.24603  -0.49
O  5.21836  -7.22468  -8.30977  0.03
C  5.79109  -6.64275  -7.12877  -0.17
C  6.44601  -5.35910  -7.59334  -0.16
C  5.54563  -4.93276  -8.73978  -0.08
H  4.99103  -6.46255  -6.40582  0.12
H  6.51158  -7.33412  -6.69267  0.12
H  6.53745  -4.61300  -6.80410  0.12
H  7.44876  -5.57095  -7.97370  0.12
H  4.70351  -4.32970  -8.39431  0.13
H  6.10020  -4.40834  -9.51532  0.13

Output
E_HOMO = -10.855 eV
Orbital gap = 7.72 eV
Electronic energy = -191259.81440 eV
Net charge = +1